Molecular formula: C39H60AgGeN4O4P3S
Method: DFT, ωB97M-V with the def2-TZVPD basis set

**Total charge**: -1
**Molecular weight**: 954.4 g/mol
**E_HOMO (alpha / beta)**: -3.62 / -4.89 eV
**2S+1**: 2
**Max |F|**: 0.81 eV/A
**Kohn-Sham gap (alpha / beta)**: 6.05 / 6.58 eV

CARTESIAN COORDINATES (ANGSTROEM)
Ag 0.37 -1.63 -0.34
C 3.50 -2.62 2.26
C 4.01 -2.26 0.87
C 5.42 -1.66 0.93
P 2.75 -1.23 -0.01
C 2.71 0.31 1.01
N 1.80 1.34 0.54
Ge -0.03 0.84 0.07
N -0.95 1.47 -1.50
C -1.28 0.59 -2.60
P -1.38 -1.29 -2.28
C -3.12 -1.40 -1.62
C -4.24 -1.35 -2.66
C -3.40 -0.33 -0.57
C -1.43 -1.77 -4.09
C -0.05 -2.06 -4.66
C -2.13 -0.80 -5.05
C -1.49 2.74 -1.55
C -2.44 3.22 -2.45
C -2.97 4.49 -2.31
C -2.59 5.33 -1.28
C -1.60 4.90 -0.41
C -1.04 3.65 -0.56
N 0.06 3.16 0.22
C 1.35 3.46 -0.34
C 1.66 4.59 -1.05
C 2.96 4.80 -1.49
C 3.93 3.85 -1.20
C 3.62 2.68 -0.52
C 2.31 2.45 -0.09
C -0.07 3.40 1.63
C 0.39 4.55 2.22
C 0.13 4.80 3.56
C -0.63 3.88 4.26
C -1.07 2.70 3.68
C -0.74 2.39 2.35
N -1.00 1.20 1.70
C -1.55 0.13 2.52
P -0.82 -1.57 2.31
C -0.47 -1.96 4.10
C -1.64 -1.87 5.07
C 0.70 -1.11 4.58
C -2.19 -2.74 1.83
C -3.63 -2.45 2.25
C -1.79 -4.15 2.26
C 3.54 -0.81 -1.63
C 3.99 -2.11 -2.31
C 2.55 -0.08 -2.54
H 4.12 -3.41 2.69
H 2.47 -2.97 2.23
H 3.56 -1.76 2.94
H 4.05 -3.18 0.28
H 5.42 -0.71 1.47
H 5.83 -1.48 -0.06
H 6.10 -2.33 1.46
H 3.69 0.76 1.20
H 2.34 -0.03 1.99
H -0.58 0.76 -3.43
H -2.27 0.86 -2.98
H -3.14 -2.39 -1.16
H -4.32 -0.37 -3.12
H -5.20 -1.54 -2.16
H -4.12 -2.10 -3.44
H -3.44 0.67 -1.01
H -2.65 -0.31 0.21
H -4.37 -0.53 -0.11
H -1.99 -2.70 -4.07
H 0.57 -1.15 -4.66
H -0.16 -2.36 -5.71
H 0.47 -2.82 -4.10
H -1.53 0.08 -5.26
H -3.12 -0.48 -4.72
H -2.27 -1.32 -6.01
H -2.78 2.62 -3.28
H -3.72 4.82 -3.02
H -3.03 6.31 -1.18
H -1.25 5.54 0.39
H 0.88 5.31 -1.26
H 3.22 5.68 -2.05
H 4.95 4.01 -1.53
H 4.40 1.95 -0.35
H 0.96 5.25 1.62
H 0.48 5.71 4.04
H -0.89 4.07 5.29
H -1.67 2.03 4.28
H -2.65 0.13 2.48
H -1.30 0.35 3.56
H -0.13 -3.00 4.07
H -2.06 -0.87 5.10
H -1.32 -2.11 6.09
H -2.44 -2.56 4.81
H 0.45 -0.05 4.61
H 1.57 -1.23 3.93
H 0.99 -1.40 5.59
H -2.13 -2.73 0.73
H -3.82 -2.79 3.27
H -4.31 -2.99 1.60
H -3.90 -1.39 2.19
H -1.88 -4.27 3.34
H -0.79 -4.40 1.92
H -2.46 -4.88 1.79
H 4.42 -0.16 -1.46
H 3.14 -2.78 -2.40
H 4.79 -2.61 -1.77
H 4.35 -1.88 -3.31
H 1.69 -0.72 -2.72
H 3.03 0.11 -3.50
H 2.22 0.87 -2.14
O 0.99 -3.34 -2.20
S -0.09 -4.21 -1.67
O -0.04 -5.56 -2.21
O 0.05 -4.19 -0.19
O -1.41 -3.55 -2.01

Mulliken population analysis, charges in e, atoms 1 to 4: Ag 2.05; C -1.51; C 0.50; C -1.63